# 1
This record from the OMol25 dataset describes a molecular structure, C27H52O15S. The level of theory is ωB97M-V/def2-TZVPD.

Element x y z (Å)
C: -1.30623 -0.23482 -4.23256
C: -0.89997 1.27933 -4.24670
O: 0.29830 1.52990 -4.96923
C: 1.40265 1.85766 -4.13284
C: 2.09751 0.58136 -3.59113
O: 2.73311 0.73509 -2.33718
C: 1.82332 0.87294 -1.26741
C: 0.93686 -0.36843 -1.02638
O: 0.24789 -0.19970 0.20710
C: 0.65914 -1.14082 1.17743
C: 2.17331 -1.20271 1.41181
O: 2.33255 -1.00537 2.86314
S: 3.81773 -1.53704 3.19799
O: 4.11353 -1.74938 4.59726
O: 4.88626 -0.77764 2.56887
O: 3.64384 -2.91655 2.34023
C: 2.97470 -2.50448 1.11945
C: 2.26505 -3.75848 0.57097
C: 2.78419 -4.17799 -0.84653
C: 1.76681 -5.11041 -1.51096
C: 0.70579 -4.34485 -2.30094
O: 0.94719 -3.27528 -2.78215
O: -0.51865 -4.92175 -2.49214
C: -1.58548 -4.01614 -2.24570
C: -1.57196 -3.43879 -0.80433
H: -0.48713 -0.88462 -4.55012
H: -1.60369 -0.47483 -3.20326
H: -2.17937 -0.40393 -4.86824
H: -0.88126 1.64696 -3.21328
H: -1.71754 1.78650 -4.77551
H: 1.07448 2.55501 -3.35252
H: 2.09938 2.40449 -4.77931
H: 2.89542 0.32900 -4.29938
H: 1.38478 -0.25117 -3.63657
H: 2.39092 1.13342 -0.36689
H: 1.14353 1.72437 -1.42506
H: 0.16657 -0.36523 -1.80992
H: 1.46313 -1.32979 -1.12522
H: 0.19085 -2.09908 0.93278
H: 0.20781 -0.81091 2.12554
H: 2.78371 -0.39519 0.99766
H: 3.74248 -2.26409 0.37157
H: 1.17171 -3.71367 0.55718
H: 2.52160 -4.58921 1.24084
H: 2.97800 -3.26790 -1.41837
H: 3.70388 -4.74272 -0.66182
H: 1.23387 -5.72568 -0.77318
H: 2.27303 -5.80950 -2.18847
H: -2.54724 -4.51596 -2.38662
H: -1.57599 -3.15342 -2.92226
H: -0.78649 -2.67480 -0.78642
H: -2.51663 -2.91896 -0.61775
H: -1.39900 -4.23235 -0.07146
O: 2.30985 3.59354 1.94102
C: 2.57234 3.30074 3.07482
O: 2.68105 4.27845 3.99516
C: 2.82397 4.02847 5.39405
C: 4.26867 3.77041 5.77027
C: 2.85988 1.87477 3.46986
H: 2.15970 3.22322 5.71363
H: 2.47537 4.93425 5.88877
H: 4.66019 2.88030 5.27737
H: 4.36517 3.63676 6.84850
H: 4.89384 4.60875 5.46249
H: 3.89235 1.63489 3.21355
H: 2.19320 1.23862 2.91149
H: 2.69006 1.65910 4.52340
O: -1.64036 -0.59936 3.36108
C: -1.57499 -0.65420 4.55951
O: -1.18459 -1.80150 5.13813
C: -0.90774 -1.93118 6.53613
C: -2.17096 -2.18218 7.33369
C: -1.99642 0.50849 5.42200
H: -0.34683 -1.06943 6.90094
H: -0.24593 -2.79136 6.62270
H: -2.86955 -1.34875 7.25510
H: -1.93344 -2.33343 8.38709
H: -2.68472 -3.06745 6.95858
H: -3.08108 0.49729 5.52095
H: -1.69320 1.42806 4.92586
H: -1.54468 0.51695 6.41125
O: -3.86421 1.76804 -4.79973
C: -4.46617 2.58432 -5.44331
O: -4.36186 3.88117 -5.11124
C: -4.89393 4.94729 -5.90210
C: -6.35958 5.18607 -5.60233
C: -5.39433 2.17555 -6.55955
H: -4.70695 4.77304 -6.96283
H: -4.31819 5.82921 -5.62597
H: -6.96799 4.31510 -5.84732
H: -6.73231 6.03728 -6.17298
H: -6.49977 5.38648 -4.54004
H: -6.34751 1.87058 -6.12947
H: -4.95022 1.32941 -7.07919
H: -5.56633 2.94989 -7.30339

Results
gap between HOMO and LUMO = 9.2 eV
E_LUMO = 0.44 eV

These are the Löwdin partial charges, in e, on atoms 1 to 8: -0.067, -0.241, -0.151, -0.175, -0.171, -0.117, -0.168, -0.171

***

# 2
This record from the OMol25 dataset describes 5 unconnected molecules or ions with the total composition C5H20NO5S. The level of theory is ωB97M-V/def2-TZVPD.

Element x y z (Å)
C: -0.16855 -0.73443 -1.88951
C: 1.19693 -0.36672 -1.27254
O: 1.32748 -0.25530 0.14077
C: -1.37209 -0.63171 -0.94427
N: -1.48305 0.67789 -0.32688
C: -1.70520 1.80578 -1.25314
C: -0.54381 2.81222 -1.25756
S: 0.28889 2.96036 -2.84251
H: -0.38909 -0.02630 -2.69006
H: -0.19794 -1.73381 -2.28939
H: 1.94851 -1.09434 -1.57161
H: 1.48875 0.58585 -1.72274
H: 0.49866 -0.18998 0.63704
H: -2.26684 -0.91600 -1.51055
H: -1.24584 -1.32324 -0.11225
H: -2.16225 0.64969 0.42028
H: -2.62989 2.28457 -0.91204
H: -1.88106 1.38516 -2.24436
H: -0.82237 3.71607 -0.74384
H: 0.27333 2.36426 -0.68178
H: 2.37330 -1.83425 0.88731
H: 1.92705 -2.97997 -0.05105
O: 2.37868 -2.80358 0.78301
H: 1.20547 -3.00395 2.15989
H: 0.92294 -2.07729 3.31271
O: 0.56279 -2.86510 2.89191
H: 0.78336 1.83328 1.50425
H: 2.19620 1.32606 1.44201
O: 1.57962 1.78520 2.05027
H: -1.20349 -1.20308 2.45343
H: -1.56398 0.09530 3.24882
O: -1.31652 -0.24266 2.38436

Results
gap between HOMO and LUMO (alpha / beta) = 9.5 / 6.9 eV
spin multiplicity = 2
E_LUMO (alpha / beta) = 0.43 / -2.07 eV

These are the natural (NBO) partial charges, in e, on atoms 1 to 8: -0.452, -0.067, -0.787, -0.212, -0.663, -0.244, -0.609, 0.109

***

# 3
This record from the OMol25 dataset describes 2 unconnected molecules or ions with the total composition C5H12IN2. The level of theory is ωB97M-V/def2-TZVPD.

Element x y z (Å)
C: -0.42199 -0.82790 0.17761
C: -0.25242 1.54822 0.59066
C: 1.79115 -0.17745 0.78831
C: 0.75624 0.65517 -1.38891
C: 0.48007 0.23951 0.06083
N: -2.04456 -0.42512 -0.97032
N: -0.74144 -1.67913 1.03920
I: -3.60067 -1.64912 -0.53256
H: -0.68494 1.43022 1.64195
H: 0.55952 2.37048 0.57384
H: -0.96881 1.68239 -0.24066
H: 1.78685 0.08847 1.77230
H: 2.65508 0.21781 0.23881
H: 1.81092 -1.29892 0.67094
H: 1.29470 -0.15175 -2.01153
H: -0.26172 0.86615 -1.94818
H: 1.41406 1.62582 -1.35586
H: -1.83611 -0.46954 -1.98755
H: -0.16732 -1.65113 1.96912
H: -1.56861 -2.39420 0.91201

Results
gap between HOMO and LUMO (alpha / beta) = 7.0 / 7.3 eV
spin multiplicity = 3
net charge = +1
E_LUMO (alpha / beta) = -4.41 / -7.00 eV

These are the natural (NBO) partial charges, in e, on atoms 1 to 8: 0.599, -0.581, -0.583, -0.589, -0.268, -0.661, -0.784, 0.555

***

# 4
This record from the OMol25 dataset describes 12 unconnected molecules or ions with the total composition C5H34NO12S. The level of theory is ωB97M-V/def2-TZVPD.

Element x y z (Å)
C: -2.12082 -1.50299 -0.10997
O: -2.32419 -2.34282 0.99021
C: -0.61835 -1.45768 -0.48683
C: 0.13432 -0.40287 0.34306
C: 1.54681 -0.21356 -0.18020
S: 2.29503 1.34723 0.47517
C: 3.52355 1.74050 -0.82392
N: -0.00171 -2.79276 -0.29594
H: -2.75719 -1.97977 -0.93139
H: -2.52392 -0.51387 0.06887
H: -0.52376 -1.12028 -1.61445
H: -0.40850 0.59324 0.33595
H: 0.14928 -0.71043 1.43669
H: 1.59293 -0.14064 -1.27474
H: 2.21710 -1.03133 0.11009
H: 3.05923 2.03731 -1.73581
H: 4.07434 2.61563 -0.46266
H: 4.25450 0.92536 -0.97933
H: 0.10392 -3.28898 -1.19723
H: -0.59017 -3.35702 0.29043
H: -0.02722 -0.11522 -3.31137
H: 0.29193 -0.94312 -4.57254
O: 0.56074 -0.84797 -3.61322
H: -0.92304 2.28749 2.02008
H: -0.14757 3.18085 0.99725
O: -1.04862 3.06011 1.21626
H: 0.37509 0.48532 3.42646
H: 1.87261 0.39686 3.39018
O: 1.12980 -0.03563 3.75690
H: -1.57578 -0.06098 3.09312
H: -1.15743 1.82011 3.67570
O: -0.88100 1.33689 2.98277
H: -1.10530 -1.43291 3.73293
H: -2.12467 -1.74525 1.84617
O: -1.83442 -1.01001 3.26832
H: -1.03051 1.45275 -1.89205
H: -1.41869 1.87812 -3.26947
O: -0.69644 1.35357 -2.81411
H: -3.78863 2.17410 -3.15085
H: -2.77033 2.58766 -2.08640
O: -3.00975 2.68871 -3.06651
H: 1.16122 -1.66989 3.26005
H: 0.46918 -2.54023 2.25520
O: 1.08445 -2.58511 2.94297
H: 0.99069 1.72640 -3.25167
H: 1.81634 0.54965 -3.65810
O: 1.85807 1.51151 -3.61132
H: -2.56669 1.13909 -0.18035
H: -1.65769 2.48137 0.13036
O: -2.17034 1.87816 -0.65604
H: 2.38159 -3.02705 1.83356
H: 2.09669 -3.10362 0.38164
O: 2.76333 -3.27600 0.96611

Results
gap between HOMO and LUMO = 8.4 eV
net charge = -1
E_LUMO = 2.65 eV

These are the natural (NBO) partial charges, in e, on atoms 1 to 8: -0.051, -0.792, -0.088, -0.453, -0.518, 0.106, -0.738, -0.892

***

# 5
This record from the OMol25 dataset describes a single C4H12N2O molecule. The level of theory is ωB97M-V/def2-TZVPD.

Element x y z (Å)
N: -2.09055 1.27599 0.87356
C: -0.92131 0.48243 1.61664
C: 0.44314 0.34761 0.94185
C: 0.37811 -0.02207 -0.57121
N: -0.54863 -1.23085 -0.70977
C: 1.75756 -0.47559 -1.09231
O: 1.86040 -0.27948 -2.46238
H: -1.90246 2.19834 1.08700
H: -2.96794 0.93678 1.26910
H: -1.27814 -0.60046 2.03897
H: -0.85451 1.18458 2.40736
H: 0.98677 -0.61723 1.18011
H: 1.07409 1.27407 0.90084
H: -0.10094 0.91677 -1.05416
H: -1.55329 -0.99009 -0.57008
H: -0.40108 -1.83715 -1.51395
H: 2.61018 0.08847 -0.77353
H: 1.82148 -1.51298 -0.65203
H: 1.68710 -1.13913 -2.91601

Results
gap between HOMO and LUMO = 9.8 eV
SMILES = NCC[C@H](N)CO
E_LUMO = 0.94 eV

These are the natural (NBO) partial charges, in e, on atoms 1 to 8: -0.861, -0.237, -0.449, -0.049, -0.903, -0.088, -0.709, 0.347

***

# 6
This record from the OMol25 dataset describes 3 unconnected molecules or ions with the total composition C7H9ClO2S. The level of theory is ωB97M-V/def2-TZVPD.

Element x y z (Å)
C: 3.33488 -0.22043 0.68951
C: 2.38654 -1.13721 1.06246
C: 3.03550 0.69555 -0.27272
C: 1.04886 -0.91162 0.74832
C: 1.78764 0.90182 -0.72474
C: 0.74789 0.11234 -0.17944
C: -0.72672 0.44669 -0.51975
O: -4.18361 -0.16943 -0.79039
O: -3.31311 -2.36566 -0.23301
S: -4.26357 -1.33833 0.07538
Cl: -4.55113 2.28883 0.46154
H: 4.40675 -0.34433 1.05284
H: 2.49440 -1.91406 1.78740
H: 3.78223 1.27698 -0.56660
H: 0.34096 -1.60033 1.09536
H: -4.91995 1.28210 -0.39914
H: 1.74083 1.72139 -1.52423
H: -0.69922 1.07848 -1.28390
H: -1.35930 0.75309 0.25565
H: -1.08987 -0.55586 -0.73456

Results
gap between HOMO and LUMO = 6.9 eV
E_LUMO = -1.98 eV

These are the natural (NBO) partial charges, in e, on atoms 1 to 8: -0.217, -0.199, -0.213, -0.228, -0.216, 0.016, -0.621, -0.844

***

What E values result from the calculations? In sequence: -70386.9355, -28070.6729, -16447.7587, -42635.5671, -9368.2023, -34855.9004 eV.